110
Properties=species:S:1:pos:R:3:lowdin_charge:R:1 method="wB97M-V/def2-TZVPD" e_tot_ha=-2265.21056 homo_lumo_gap_ev=8.03 total_charge=+1 e_homo_ev=-10.8 e_above_lowest_kcal_mol=0.0
C -3.545 -5.156 -2.097 -0.097
C -3.644 -3.774 -2.891 -0.250
C -3.235 -2.532 -1.999 -0.196
C -4.339 -2.160 -0.917 -0.173
N -5.093 -0.954 -1.361 -0.014
N -4.774 0.224 -0.632 -0.324
C -3.312 0.515 -0.515 -0.014
C -5.394 0.197 0.771 -0.124
C -5.455 1.602 1.480 -0.182
C -5.352 1.520 3.071 -0.167
C -3.958 2.127 3.506 -0.219
C -3.894 2.567 5.017 -0.179
C -2.750 3.673 5.219 -0.191
C -1.497 3.185 6.062 -0.241
C -0.119 3.087 5.247 -0.262
Si 0.003 1.658 3.988 0.586
C -0.946 0.124 4.598 -0.192
C -0.654 2.345 2.306 -0.184
C 1.812 1.127 3.628 -0.252
C 2.011 -0.304 3.301 -0.094
C 3.332 -0.824 2.968 -0.078
C 4.469 0.100 2.955 -0.089
C 4.260 1.500 3.304 -0.079
C 2.939 2.053 3.641 -0.076
P -5.629 1.567 -1.513 0.579
O -7.074 1.595 -1.217 -0.212
O -5.501 1.152 -3.117 -0.100
O -4.850 2.993 -1.359 -0.105
H -4.272 -5.863 -2.562 0.076
H -3.762 -4.928 -1.023 0.066
H -2.499 -5.539 -2.243 0.078
H -2.848 -3.832 -3.690 0.105
H -4.614 -3.634 -3.427 0.109
H -2.201 -2.615 -1.584 0.108
H -3.212 -1.655 -2.714 0.099
H -3.952 -2.122 0.131 0.115
H -5.077 -3.014 -0.942 0.134
H -6.090 -1.153 -1.223 0.141
H -3.097 1.564 -0.174 0.107
H -2.789 -0.145 0.232 0.119
H -2.800 0.331 -1.497 0.119
H -6.389 -0.307 0.781 0.150
H -4.716 -0.445 1.406 0.131
H -6.479 2.020 1.266 0.116
H -4.680 2.333 1.148 0.092
H -6.187 2.138 3.499 0.117
H -5.458 0.476 3.465 0.121
H -3.190 1.322 3.311 0.093
H -3.656 3.023 2.895 0.101
H -4.869 3.057 5.280 0.109
H -3.677 1.729 5.728 0.103
H -2.398 4.130 4.261 0.091
H -3.239 4.508 5.798 0.108
H -1.702 2.237 6.626 0.095
H -1.323 3.982 6.842 0.105
H 0.128 4.060 4.740 0.085
H 0.667 2.892 6.035 0.084
H -1.810 0.422 5.259 0.017
H -0.257 -0.481 5.238 0.046
H -1.415 -0.484 3.770 0.037
H -1.389 3.179 2.433 0.010
H 0.244 2.748 1.769 0.039
H -1.176 1.547 1.702 0.011
H 1.148 -1.006 3.304 0.081
H 3.425 -1.899 2.702 0.097
H 5.480 -0.284 2.674 0.103
H 5.140 2.179 3.276 0.098
H 2.804 3.134 3.881 0.101
H -4.555 1.193 -3.373 0.093
H -5.474 3.733 -1.233 0.125
C 3.053 -3.826 -6.162 -0.111
C 3.601 -3.111 -4.932 -0.271
C 3.560 -3.972 -3.668 -0.225
C 2.161 -4.395 -3.216 -0.225
C 1.192 -3.244 -2.948 -0.272
C 1.648 -2.328 -1.819 -0.110
H 2.001 -4.092 -6.041 0.064
H 3.131 -3.180 -7.039 0.071
H 3.619 -4.738 -6.364 0.078
H 3.054 -2.176 -4.776 0.096
H 4.640 -2.829 -5.125 0.106
H 4.057 -3.429 -2.857 0.101
H 4.158 -4.874 -3.833 0.112
H 2.257 -4.998 -2.307 0.111
H 1.719 -5.058 -3.968 0.102
H 0.219 -3.666 -2.684 0.086
H 1.033 -2.656 -3.858 0.100
H 1.765 -2.886 -0.887 0.080
H 0.908 -1.538 -1.649 0.064
H 2.596 -1.844 -2.051 0.042
C 7.630 2.100 -3.449 -0.111
C 6.196 1.598 -3.567 -0.272
C 5.208 2.394 -2.713 -0.230
C 5.461 2.337 -1.205 -0.225
C 5.469 0.933 -0.602 -0.263
C 4.136 0.210 -0.745 -0.118
H 8.008 2.009 -2.429 0.066
H 8.289 1.519 -4.097 0.071
H 7.700 3.148 -3.750 0.077
H 6.156 0.536 -3.309 0.096
H 5.886 1.671 -4.614 0.104
H 4.193 2.040 -2.927 0.098
H 5.230 3.443 -3.028 0.110
H 4.694 2.936 -0.701 0.108
H 6.415 2.823 -0.977 0.102
H 5.708 1.015 0.463 0.084
H 6.265 0.328 -1.048 0.104
H 3.334 0.774 -0.261 0.077
H 4.188 -0.775 -0.274 0.067
H 3.869 0.061 -1.794 0.054

---

8
Properties=species:S:1:pos:R:3:lowdin_charge:R:1 method="wB97M-V/def2-TZVPD" e_tot_ha=-208.44655 homo_lumo_gap_ev="6.46 / 5.89" total_charge=-1 e_homo_ev="-1.5 / -1.2" e_above_lowest_kcal_mol=92.6
C 1.152 0.473 -0.168 -0.184
C -0.134 -0.357 0.295 -0.434
N -1.443 -0.264 -0.399 -0.148
O -2.349 0.387 0.179 -0.175
H 0.963 1.486 -0.458 -0.102
H 1.838 0.083 -0.908 -0.102
H 0.127 -1.501 0.057 0.099
H -0.155 -0.306 1.402 0.046